The following is a DFT calculation (ωB97M-V/def2-TZVPD) of a structure of composition C49H64N5O4P2SiTi at a distorted geometry.

Calculated values
Energy relative to the best compared isomer or geometry (same formula, charge and spin) ... 0.0 kJ/mol
Gap between HOMO and LUMO ... 7.4392 eV
F_max ... 2.07 eV/A
Net charge ... +1
Calculated total energy ... -117061.9598 eV

Geometry (Å):
Ti1 0.157 0.601 0.085
P1 -1.246 -0.500 -2.035
P2 0.821 -0.337 2.586
Si1 -2.057 -0.172 1.118
O1 3.361 1.102 0.254
O2 1.411 1.976 0.847
O3 1.240 -0.830 -0.592
O4 2.197 3.021 -2.617
N1 -0.920 2.246 -0.277
N2 -0.153 4.481 0.251
N3 1.298 1.101 -1.722
N4 2.472 4.359 -0.331
N5 -0.579 6.341 1.782
C1 -2.287 -1.812 -1.270
C2 -3.009 -1.241 3.609
C3 1.319 1.072 5.107
C4 -1.336 -1.749 -4.754
C5 0.533 -2.382 -3.191
C6 -0.474 -1.970 -6.004
C7 0.901 -2.547 -5.651
C8 -2.943 -1.739 4.895
C9 3.227 3.488 0.594
C10 0.056 3.172 5.639
C11 2.446 -1.259 2.948
C12 -2.860 2.600 -4.338
C13 2.456 -2.365 4.009
C14 -0.618 -1.064 3.499
C15 4.290 0.997 -3.826
C16 2.641 2.042 0.548
C17 -2.764 -1.603 0.034
C18 3.262 0.864 -2.919
C19 -1.893 1.880 -3.385
C20 1.389 2.443 5.785
C21 3.986 -1.352 -2.260
C22 -0.249 3.380 4.159
C23 -4.322 2.307 -3.983
C24 -4.041 -3.658 -0.125
C25 -3.464 1.130 1.509
C26 0.817 -3.342 -4.351
C27 -1.865 -0.921 2.882
C28 2.136 -4.134 2.264
C29 -1.707 -1.911 5.492
C30 1.615 -3.567 3.581
C31 2.982 -1.869 1.648
C32 5.024 -1.218 -3.178
C33 2.105 -3.035 1.205
C34 -3.652 -2.528 0.571
C35 -0.625 3.344 0.021
C36 0.995 1.235 3.621
C37 -3.483 -3.914 -1.364
C38 -4.475 2.142 -2.476
C39 5.158 -0.083 -3.961
C40 -2.615 -2.995 -1.924
C41 2.197 1.800 -2.479
C42 -0.454 -1.265 -3.589
C43 -2.526 0.581 -2.883
C44 -0.306 2.030 3.446
C45 3.088 -0.309 -2.169
C46 -3.697 0.920 -1.963
C47 -0.559 -1.568 4.800
C48 1.833 -0.094 -1.417
C49 -0.455 5.446 1.075
H1 2.439 -3.418 0.236
H2 0.576 -3.274 3.428
H3 -0.495 2.186 2.372
H4 0.097 4.134 6.153
H5 -4.751 -4.345 0.305
H6 2.462 3.957 -1.312
H7 -3.845 -1.989 5.430
H8 0.536 0.496 5.598
H9 -1.012 -2.650 -6.668
H10 1.633 -4.322 4.369
H11 -1.139 1.456 3.865
H12 3.160 -4.500 2.385
H13 -0.735 2.575 6.101
H14 -3.308 1.140 -0.972
H15 -0.349 -1.030 -6.542
H16 1.070 -2.678 1.081
H17 -4.360 0.058 -1.885
H18 -1.682 2.510 -2.517
H19 1.258 -3.181 -6.463
H20 3.138 -0.457 3.249
H21 3.132 3.866 1.616
H22 5.954 -0.032 -4.687
H23 1.634 2.310 6.841
H24 -3.720 -4.818 -1.903
H25 4.281 3.455 0.316
H26 -4.045 -2.367 1.561
H27 3.998 -2.237 1.822
H28 2.273 0.558 5.239
H29 2.184 3.041 5.332
H30 1.819 1.797 3.162
H31 -1.823 -2.691 -4.518
H32 -3.301 2.078 1.004
H33 1.621 -1.735 -5.521
H34 -4.444 0.769 1.210
H35 0.530 4.006 3.715
H36 -2.672 2.293 -5.369
H37 3.053 -1.105 0.873
H38 0.377 -1.704 5.310
H39 -1.200 3.905 4.039
H40 -4.955 3.117 -4.347
H41 1.512 -4.974 1.953
H42 -0.943 1.700 -3.895
H43 3.885 -2.236 -1.651
H44 -2.909 0.014 -3.738
H45 -2.174 -3.232 -2.873
H46 1.757 -3.862 -4.154
H47 0.169 -2.935 -2.317
H48 2.149 -1.980 4.980
H49 -4.656 1.395 -4.478
H50 -5.528 2.042 -2.214
H51 3.493 -2.694 4.133
H52 -2.120 -1.039 -5.011
H53 2.866 5.300 -0.351
H54 -2.677 3.675 -4.283
H55 5.741 -2.017 -3.294
H56 -3.980 -1.083 3.166
H57 1.424 4.417 -0.058
H58 0.036 -4.100 -4.436
H59 0.126 -0.413 -3.984
H60 -4.102 3.046 -1.995
H61 1.479 -1.921 -2.905
H62 -3.490 1.346 2.574
H63 -1.634 -2.289 6.503
H64 4.407 1.895 -4.412

These are the Löwdin partial charges, in e, on atoms 1 to 99: number 1, Ti, carries 0.76; number 2, P, carries 1.15; number 3, P, carries 1.17; number 4, Si, carries 0.71; number 5, O, carries 0.09; number 6, O, carries -0.18; number 7, O, carries -0.12; number 8, O, carries 0.08; number 9, N, carries 0.04; number 10, N, carries 0.08; number 11, N, carries 0.08; number 12, N, carries 0.17; number 13, N, carries 0.15; number 14, C, carries -0.35; number 15, C, carries -0.11; number 16, C, carries -0.19; number 17, C, carries -0.19; number 18, C, carries -0.20; number 19, C, carries -0.18; number 20, C, carries -0.19; number 21, C, carries -0.05; number 22, C, carries -0.03; number 23, C, carries -0.19; number 24, C, carries -0.37; number 25, C, carries -0.18; number 26, C, carries -0.19; number 27, C, carries -0.36; number 28, C, carries 0.02; number 29, C, carries -0.59; number 30, C, carries -0.28; number 31, C, carries -0.07; number 32, C, carries -0.21; number 33, C, carries -0.19; number 34, C, carries 0.02; number 35, C, carries -0.19; number 36, C, carries -0.20; number 37, C, carries -0.06; number 38, C, carries -0.18; number 39, C, carries -0.18; number 40, C, carries -0.30; number 41, C, carries -0.19; number 42, C, carries -0.05; number 43, C, carries -0.19; number 44, C, carries -0.22; number 45, C, carries -0.04; number 46, C, carries -0.21; number 47, C, carries -0.08; number 48, C, carries -0.27; number 49, C, carries -0.40; number 50, C, carries -0.06; number 51, C, carries -0.18; number 52, C, carries -0.04; number 53, C, carries -0.07; number 54, C, carries -0.36; number 55, C, carries -0.37; number 56, C, carries -0.41; number 57, C, carries -0.21; number 58, C, carries -0.10; number 59, C, carries -0.20; number 60, C, carries -0.11; number 61, C, carries -0.47; number 62, C, carries -0.35; number 63, H, carries 0.11; number 64, H, carries 0.09; number 65, H, carries 0.07; number 66, H, carries 0.11; number 67, H, carries 0.11; number 68, H, carries 0.10; number 69, H, carries 0.11; number 70, H, carries 0.10; number 71, H, carries 0.12; number 72, H, carries 0.12; number 73, H, carries 0.12; number 74, H, carries 0.12; number 75, H, carries 0.12; number 76, H, carries 0.04; number 77, H, carries 0.11; number 78, H, carries 0.10; number 79, H, carries 0.12; number 80, H, carries 0.09; number 81, H, carries 0.11; number 82, H, carries 0.12; number 83, H, carries 0.14; number 84, H, carries 0.11; number 85, H, carries 0.12; number 86, H, carries 0.11; number 87, H, carries 0.14; number 88, H, carries 0.08; number 89, H, carries 0.13; number 90, H, carries 0.11; number 91, H, carries 0.12; number 92, H, carries 0.11; number 93, H, carries 0.09; number 94, H, carries 0.01; number 95, H, carries 0.11; number 96, H, carries 0.04; number 97, H, carries 0.11; number 98, H, carries 0.11; number 99, H, carries 0.07